Molecular formula: C29H56N2O6
Method: DFT, the ωB97M-V functional and the def2-TZVPD basis

Calculated values
HOMO-LUMO gap: 9.3 eV
E_tot: -46246.1456 eV
Structure (SMILES): [H]/N=C\C[C@H](CCCC(=O)OCC)OCCNCCCCCCCCCCCCCC.C[C@@H]1COC(=O)O1
HOMO: -8.9 eV

Structure (ORCA input):
```
! wB97M-V def2-TZVPD RIJCOSX def2/J DEFGRID3
* xyz 0 1
H 2.46222 0.07461 1.73930
N 2.70227 -0.18670 0.78279
C 3.31036 0.75105 0.20070
C 3.75981 2.08614 0.74132
C 3.06447 2.62292 2.00476
C 3.67072 2.18301 3.35148
C 4.70813 1.06176 3.34121
C 5.12761 0.65946 4.76398
C 6.63088 0.61414 4.93479
O 7.40393 1.35973 4.39518
O 7.01357 -0.35598 5.78792
C 8.38974 -0.76454 5.70231
C 8.60304 -1.88978 6.68530
O 1.68181 2.28057 2.02707
C 0.86449 3.02929 1.13807
C -0.00983 2.09091 0.31284
N -1.11203 2.82889 -0.29721
C -0.96315 3.04095 -1.73082
C -1.14692 1.79277 -2.62427
C 0.10582 1.37870 -3.42060
C -0.18188 0.76376 -4.80101
C -0.27127 -0.77163 -4.80025
C -1.71139 -1.28538 -4.65241
C -1.81954 -2.72923 -4.12708
C -2.64024 -3.67293 -5.01904
C -3.31740 -4.81029 -4.25158
C -4.43473 -5.49058 -5.03772
C -5.69872 -4.63071 -5.17187
C -6.99556 -5.44375 -5.29364
C -8.22436 -4.69615 -4.77352
C -8.27150 -4.60560 -3.24966
H 3.56731 0.58853 -0.84970
H 4.84125 2.04338 0.89766
H 3.62739 2.80846 -0.07075
H 3.12832 3.71563 1.94891
H 4.14956 3.05194 3.81226
H 2.83310 1.91998 4.00174
H 5.59761 1.40139 2.80976
H 4.34471 0.17932 2.81391
H 4.73460 -0.32267 5.02246
H 4.72087 1.35799 5.50055
H 8.59949 -1.08439 4.68002
H 9.04715 0.07768 5.91704
H 8.49560 -1.53766 7.71083
H 7.87970 -2.68902 6.52713
H 9.60583 -2.29836 6.56251
H 1.47735 3.65092 0.47719
H 0.19980 3.68969 1.70294
H -0.39006 1.32035 0.98791
H 0.59358 1.57927 -0.44465
H -1.99166 2.37323 -0.10008
H -1.68180 3.80834 -2.02510
H 0.02685 3.47401 -1.90034
H -1.47857 0.96185 -1.99499
H -1.94735 1.99180 -3.34129
H 0.68152 0.65449 -2.83717
H 0.72822 2.26619 -3.56053
H -1.13014 1.15720 -5.18082
H 0.59995 1.07522 -5.49544
H 0.11984 -1.13832 -5.75276
H 0.34125 -1.18321 -3.99412
H -2.20545 -1.21188 -5.62485
H -2.24991 -0.61445 -3.97693
H -0.81695 -3.14608 -3.99917
H -2.27005 -2.71766 -3.13093
H -1.95904 -4.13144 -5.74249
H -3.38442 -3.10078 -5.57935
H -2.55950 -5.55692 -3.99520
H -3.71155 -4.43739 -3.29999
H -4.70186 -6.42100 -4.52806
H -4.06775 -5.77924 -6.02749
H -5.62390 -4.00857 -6.06710
H -5.76816 -3.96893 -4.30407
H -7.15807 -5.69289 -6.34514
H -6.90246 -6.38605 -4.74457
H -9.11922 -5.22709 -5.11019
H -8.28325 -3.69845 -5.21765
H -9.05172 -3.91616 -2.92299
H -8.48752 -5.58151 -2.81225
H -7.33035 -4.23854 -2.83695
C -0.27658 3.04189 4.79171
C -0.37416 4.47895 5.22590
C -0.13389 4.73922 6.70136
O -0.95100 5.88567 6.95047
C -1.95263 5.89726 6.03499
O -2.89754 6.61355 6.07565
O -1.71755 4.97319 5.07433
H 0.70812 2.64092 5.03281
H -1.03959 2.44217 5.28970
H -0.42190 2.95026 3.71787
H 0.27672 5.11472 4.61765
H 0.89948 4.96690 6.94887
H -0.48993 3.91168 7.32066
*
```